1.
Formula: C3H5FO
Source: the Open Molecules 2025 dataset
Level of theory: ωB97M-V/def2-TZVPD

Structure (XYZ):
```
10
Properties=species:S:1:pos:R:3:lowdin_charge:R:1
C 0.952 -1.159 -1.238 -0.02
C -0.121 0.983 0.899 -0.09
C -0.642 -0.039 -0.009 -0.20
O 1.934 -0.562 -1.566 0.04
F -1.010 -1.285 0.567 -0.11
H 0.562 -2.091 -1.504 0.06
H 0.012 1.847 0.327 0.06
H 0.698 0.608 1.468 0.07
H -0.961 1.310 1.591 0.11
H -1.425 0.388 -0.534 0.07
```

Highest occupied orbital energy (alpha / beta) (eV): -8.31 / -8.31
HOMO-LUMO gap (alpha / beta) (eV): 8.91 / 8.91
Total energy (a.u.): -292.2835
Max |F| (eV/A): 6.354


2.
Formula: C3H5FO
Source: the Open Molecules 2025 dataset
Level of theory: ωB97M-V/def2-TZVPD

Structure (XYZ):
```
10
Properties=species:S:1:pos:R:3:mulliken_spin:R:1
C 0.709 1.241 0.831 0.62
C -0.656 -0.036 0.035 0.43
C -0.012 -0.982 -0.902 0.03
O 1.702 1.906 0.614 0.68
F -1.002 -0.652 1.217 0.03
H -1.510 0.567 -0.309 0.02
H 0.222 1.654 1.770 0.17
H -0.595 -1.873 -1.100 0.03
H 0.841 -1.298 -0.415 -0.02
H 0.300 -0.528 -1.741 0.00
```

Highest occupied orbital energy (alpha / beta) (eV): -6.22 / -12.20
HOMO-LUMO gap (alpha / beta) (eV): 7.24 / 10.10
Spin multiplicity: 3
Expectation value of S²: 2.018
Total energy (a.u.): -292.2051
Max |F| (eV/A): 3.713


3.
Formula: C3H5FO2
Source: the Open Molecules 2025 dataset
Level of theory: ωB97M-V/def2-TZVPD

Structure (XYZ):
```
11
Properties=species:S:1:pos:R:3:lowdin_charge:R:1
O 1.506 -1.045 0.605 0.10
C 0.956 0.071 0.090 -0.64
F 1.764 0.763 -0.755 0.09
C -0.585 -0.180 -0.743 -0.01
C -1.032 0.575 0.541 -0.14
O 0.350 0.824 1.022 0.01
H 2.162 -1.479 -0.024 0.16
H -1.008 -1.215 -0.786 0.10
H -0.890 0.383 -1.642 0.09
H -1.660 1.524 0.618 0.14
H -1.563 -0.221 1.073 0.10
```

Highest occupied orbital energy (eV): -10.21
HOMO-LUMO gap (eV): 11.01
Total energy (a.u.): -367.5953
Max |F| (eV/A): 5.341
SMILES: O[C@@]1(F)CCO1


4.
Formula: C3H5FO2S
Source: the Open Molecules 2025 dataset
Level of theory: ωB97M-V/def2-TZVPD

Structure (XYZ):
```
12
Properties=species:S:1:pos:R:3:lowdin_charge:R:1
C 0.319 0.712 0.822 -0.20
C -0.960 -0.403 -1.160 -0.06
C -0.044 0.626 -0.620 -0.58
O 1.091 -0.218 3.111 -0.29
O 0.479 -1.925 1.447 -0.28
F 1.036 0.562 -1.409 -0.01
S 0.794 -0.575 1.795 0.75
H 1.357 1.759 0.728 0.24
H -0.405 -1.371 -1.347 0.11
H -1.737 -0.779 -0.517 0.07
H -1.501 -0.075 -2.064 0.09
H -0.430 1.688 -0.787 0.15
```

Highest occupied orbital energy (eV): -10.10
HOMO-LUMO gap (eV): 9.25
Total energy (a.u.): -765.6834
Max |F| (eV/A): 4.911


5.
Formula: C3H5FOS
Source: the Open Molecules 2025 dataset
Level of theory: ωB97M-V/def2-TZVPD

Structure (XYZ):
```
11
Properties=species:S:1:pos:R:3:lowdin_charge:R:1
O 1.825 -0.756 0.154 -0.06
C 0.629 -0.710 -0.647 -0.24
C -0.740 -0.320 0.003 -0.72
S -2.126 -1.103 -0.092 0.81
C -0.707 1.125 0.504 -0.24
F -0.716 2.085 -0.517 -0.07
H 1.701 -1.284 0.945 0.09
H 0.837 -0.050 -1.461 0.12
H 0.422 -1.706 -0.945 0.08
H -1.477 1.420 1.192 0.10
H 0.352 1.299 0.866 0.13
```

Highest occupied orbital energy (eV): -9.25
HOMO-LUMO gap (eV): 8.31
Total energy (a.u.): -690.5400
Max |F| (eV/A): 2.679
SMILES: OCC(=S)CF


6.
Formula: C3H5HgLiO
Source: the Open Molecules 2025 dataset
Level of theory: ωB97M-V/def2-TZVPD

Structure (XYZ):
```
11
Properties=species:S:1:pos:R:3:mulliken_spin:R:1
O 2.387 0.843 0.402 0.30
C 1.911 0.742 -0.903 1.35
H 1.080 1.501 -1.015 0.13
Li 0.326 0.536 1.202 -0.01
Hg 3.846 -0.438 -0.414 0.18
C -1.878 -0.510 0.732 0.01
H -2.573 0.299 0.977 0.00
H -1.835 -1.388 1.385 0.00
C -1.230 -0.510 -0.461 0.07
H -0.596 -1.362 -0.722 -0.02
H -1.437 0.287 -1.183 -0.01
```

Highest occupied orbital energy (alpha / beta) (eV): -6.29 / -6.16
HOMO-LUMO gap (alpha / beta) (eV): 5.55 / 5.31
Spin multiplicity: 3
Expectation value of S²: 2.020
Total energy (a.u.): -353.2826
Max |F| (eV/A): 4.405


7.
Formula: C3H5I2N
Source: the Open Molecules 2025 dataset
Level of theory: ωB97M-V/def2-TZVPD

Structure (XYZ):
```
11
Properties=species:S:1:pos:R:3:lowdin_charge:R:1
C -0.975 -0.857 -0.056 -0.68
C -0.974 1.670 -0.218 -0.12
C -0.517 0.262 -0.360 -0.41
N 1.678 -1.985 0.627 -0.64
I -1.200 -2.839 -0.331 0.87
I 2.777 -0.593 -0.233 0.84
H -1.338 1.958 0.850 0.11
H -0.233 2.414 -0.410 0.05
H -1.800 1.834 -0.885 0.06
H 0.721 0.195 -0.670 -0.06
H 1.859 -2.059 1.685 -0.04
```

Highest occupied orbital energy (alpha / beta) (eV): -7.24 / -8.90
HOMO-LUMO gap (alpha / beta) (eV): 5.89 / 8.65
Total energy (a.u.): -767.2144
Max |F| (eV/A): 4.977


8.
Formula: C3H5I2N2
Source: the Open Molecules 2025 dataset
Level of theory: ωB97M-V/def2-TZVPD

Structure (XYZ):
```
12
Properties=species:S:1:pos:R:3:lowdin_charge:R:1
C 1.255 0.468 0.011 -0.74
C 0.007 -1.429 0.892 -0.18
C 0.763 1.688 -0.586 -0.13
N 0.357 -0.324 0.509 0.11
N -0.302 -2.527 1.238 0.35
I 3.323 0.287 0.234 1.07
I -3.283 0.092 -0.293 0.50
H 1.487 2.190 -1.189 0.06
H -0.297 1.560 -1.056 0.11
H 0.740 2.498 0.229 0.15
H -0.819 -3.310 1.160 0.08
H -3.230 -1.195 -1.150 -0.38
```

Highest occupied orbital energy (eV): -13.23
HOMO-LUMO gap (eV): 7.32
Total energy (a.u.): -821.8716
Max |F| (eV/A): 6.308
Total charge: +1


9.
Formula: C3H5IN2S
Source: the Open Molecules 2025 dataset
Level of theory: ωB97M-V/def2-TZVPD

Structure (XYZ):
```
12
Properties=species:S:1:pos:R:3:lowdin_charge:R:1
S -2.071 -1.787 1.841 0.67
C -0.659 -1.778 1.127 -0.85
N -0.285 -1.582 -0.197 0.01
C -0.016 -0.562 -0.847 -0.16
C 0.065 0.793 -0.086 -0.32
N 0.547 0.673 1.300 -0.50
I 2.554 0.259 1.314 0.81
H 0.247 -2.269 1.663 0.09
H 0.339 -0.637 -1.891 0.12
H 0.903 1.304 -0.587 0.06
H -0.927 1.346 -0.063 0.14
H 0.196 0.059 1.973 -0.06
```

Highest occupied orbital energy (eV): -8.82
HOMO-LUMO gap (eV): 8.51
Total energy (a.u.): -922.6132
Max |F| (eV/A): 3.877
SMILES: S=C/N=C\CNI


10.
Formula: C3H5IN3
Source: the Open Molecules 2025 dataset
Level of theory: ωB97M-V/def2-TZVPD

Structure (XYZ):
```
12
Properties=species:S:1:pos:R:3:lowdin_charge:R:1
I 3.129 -0.334 0.011 0.99
N 0.998 -0.096 -0.404 -0.44
C 0.104 -1.024 0.248 -0.20
C -1.279 -0.538 -0.056 -0.07
N -1.573 0.687 0.022 0.13
C -0.512 1.625 0.123 -0.15
N 0.735 1.422 -0.046 0.09
H 0.783 0.021 -1.415 0.14
H 0.377 -0.887 1.230 0.09
H 0.168 -2.137 -0.043 0.18
H -1.997 -1.204 -0.331 0.10
H -0.931 2.464 0.661 0.14
```

Highest occupied orbital energy (eV): -15.02
HOMO-LUMO gap (eV): 8.59
Total energy (a.u.): -578.8849
Max |F| (eV/A): 3.197
SMILES: I[N@H+]1CC=NC=N1
Total charge: +1


11.
Formula: C3H5IN3
Source: the Open Molecules 2025 dataset
Level of theory: ωB97M-V/def2-TZVPD

Structure (XYZ):
```
12
Properties=species:S:1:pos:R:3:lowdin_charge:R:1
C 0.746 -1.592 0.047 -0.09
C -1.281 -0.898 -0.238 0.00
C -0.784 1.578 0.087 0.02
N -0.484 -1.989 -0.216 0.23
N 0.740 -0.273 0.167 0.22
N -0.517 0.176 -0.044 -0.14
I 4.741 0.435 0.381 0.10
H 1.586 -2.185 0.054 0.12
H -2.254 -0.957 -0.618 0.15
H -0.352 2.031 -0.822 0.11
H -1.946 1.706 0.194 0.15
H -0.194 1.968 1.007 0.14
```

Highest occupied orbital energy (alpha / beta) (eV): -13.21 / -13.14
HOMO-LUMO gap (alpha / beta) (eV): 3.66 / 6.73
Total energy (a.u.): -578.8589
Max |F| (eV/A): 2.478
Total charge: +1


12.
Formula: C3H5IrO3
Source: the Open Molecules 2025 dataset
Level of theory: ωB97M-V/def2-TZVPD

Structure (XYZ):
```
12
Properties=species:S:1:pos:R:3:mulliken_spin:R:1
H 3.432 -3.168 0.212 0.02
O -0.593 -0.716 -0.270 0.01
C 0.462 -0.253 0.313 0.13
C -1.595 0.324 -0.470 0.00
O 2.866 -2.518 0.627 0.65
O 0.380 1.023 0.537 0.03
C -0.914 1.552 0.121 0.02
Ir 2.376 -0.950 -0.001 3.12
H -2.498 0.014 0.064 0.00
H -1.787 0.395 -1.545 0.00
H -1.406 1.947 1.014 0.00
H -0.724 2.349 -0.603 0.00
```

Highest occupied orbital energy (alpha / beta) (eV): -20.34 / -20.38
HOMO-LUMO gap (alpha / beta) (eV): 9.35 / 6.73
Spin multiplicity: 5
Expectation value of S²: 6.010
Total energy (a.u.): -446.4115
Max |F| (eV/A): 4.058
Total charge: +2